[1]
The following is a DFT calculation (wB97M-V/def2-TZVPD) of C36H46N3O8RuS3Si3 as an isolated structure.

```
100
Properties=species:S:1:pos:R:3:forces:R:3:mulliken_spin:R:1
Ru -1.9067 -0.0705 0.4831 -0.79 0.16 0.80 0.96
C 0.1780 4.0549 -1.2280 0.00 -0.04 -0.05 0.00
Si -0.8835 2.4870 -1.1048 0.07 -0.07 -0.07 0.00
C -2.3602 2.8627 -2.2375 0.00 0.02 0.03 0.00
C -0.0364 1.1101 -2.0434 -0.07 0.06 -0.03 0.02
C -1.2345 1.9805 0.6754 0.10 0.05 0.06 -0.01
Si 0.2857 2.2288 1.7604 0.04 0.01 0.01 -0.01
C 0.3925 4.0488 2.3508 0.03 -0.03 -0.04 0.00
C 0.1503 1.2764 3.3734 -0.02 0.01 0.02 0.00
C 2.0142 2.0626 0.9958 0.03 0.05 -0.03 0.00
Si -2.6633 2.9350 1.3675 0.03 -0.03 -0.13 0.00
C -2.7566 4.7533 0.8212 -0.02 -0.02 0.04 0.00
C -3.0814 3.0909 3.1925 -0.01 -0.05 0.02 0.00
C -4.0699 2.0781 0.4327 -0.03 0.09 0.04 0.02
C -5.3591 2.5793 0.3373 -0.05 0.00 -0.05 -0.01
C -6.2829 1.9835 -0.5084 0.05 0.00 0.03 0.01
C -5.8663 0.9125 -1.2739 0.02 0.00 0.00 -0.01
C -4.5680 0.4483 -1.1318 0.01 -0.16 -0.10 0.01
N -3.6976 0.9905 -0.2798 0.18 -0.15 0.09 -0.01
H 0.4693 4.1717 -2.2772 0.00 0.03 0.00 0.00
H 1.0907 4.0151 -0.6334 0.01 -0.03 0.00 0.00
H -0.3822 4.9464 -0.9362 0.00 0.01 0.03 0.00
H -1.9533 3.3868 -3.1090 -0.01 0.02 0.00 0.00
H -3.1611 3.4741 -1.8217 -0.02 0.00 0.01 0.00
H -2.7956 1.9294 -2.5967 0.01 0.01 -0.01 0.00
H 0.1103 1.4291 -3.0814 -0.01 0.01 0.00 0.00
H -0.6341 0.1913 -2.0851 0.04 0.00 -0.01 -0.01
H 0.9248 0.8221 -1.6290 0.03 -0.04 0.01 -0.01
H -0.4549 4.4192 2.9246 -0.10 -0.01 0.05 0.00
H 0.5667 4.7370 1.5196 -0.02 -0.01 0.00 0.00
H 1.2724 4.0983 3.0025 -0.01 0.02 0.00 0.00
H -0.6414 1.7134 3.9885 0.00 -0.01 0.01 0.00
H 1.0893 1.3557 3.9303 0.00 0.00 0.00 0.00
H -0.0928 0.2239 3.2387 0.01 -0.01 -0.02 0.00
H 2.5552 3.0110 1.0632 0.01 0.01 0.02 0.00
H 1.9975 1.7567 -0.0497 0.00 0.01 0.03 0.00
H 2.5836 1.3046 1.5387 -0.01 -0.01 -0.02 0.00
H -1.9228 5.3200 1.2418 0.01 -0.01 0.01 0.00
H -3.6807 5.1929 1.2111 0.01 0.01 -0.01 0.00
H -2.7472 4.8919 -0.2586 0.02 -0.01 -0.04 0.00
H -2.3644 3.7344 3.7019 0.06 0.06 0.02 0.00
H -3.1680 2.1582 3.7458 0.05 0.11 -0.05 0.00
H -4.0525 3.5962 3.2442 -0.01 -0.01 0.02 0.00
H -5.6272 3.4447 0.9316 -0.01 0.00 -0.01 0.00
H -7.2980 2.3565 -0.5748 0.00 0.00 0.00 0.00
H -6.5210 0.4078 -1.9704 -0.02 0.02 0.00 0.00
H -4.2109 -0.3754 -1.7331 0.00 0.05 0.05 0.00
O -4.5859 -3.0077 -1.3603 0.03 0.01 -0.05 0.00
S -3.2179 -2.5548 -1.1802 -0.19 -0.06 -0.04 0.00
O -2.7130 -1.7069 -2.2382 0.00 -0.04 0.09 0.00
O -3.0869 -1.9175 0.1699 0.47 0.25 -0.27 0.01
C -2.2663 -4.0855 -1.1156 0.01 0.01 0.04 0.00
C -2.9693 -5.1301 -0.5171 -0.01 -0.01 0.02 0.00
C -2.4235 -6.3969 -0.4103 -0.03 0.02 0.02 0.00
C -1.1586 -6.6364 -0.9223 0.03 0.02 -0.02 0.00
C -0.4525 -5.6022 -1.5118 0.03 -0.04 0.03 0.00
C -0.9790 -4.3160 -1.6106 0.00 0.03 0.06 0.00
S 0.1425 -3.0835 -2.3284 -0.07 -0.03 -0.03 0.00
O -0.2913 -2.8848 -3.6958 -0.05 -0.01 -0.02 0.00
O 1.4528 -3.7120 -2.2185 0.07 0.03 0.03 0.00
O -0.0118 -1.9315 -1.4513 0.13 0.08 0.14 0.00
H -3.9643 -4.9282 -0.1466 -0.01 0.00 0.00 0.00
H -2.9878 -7.1894 0.0672 0.00 0.01 0.00 0.00
H -0.7145 -7.6230 -0.8523 0.01 0.00 0.00 0.00
H 0.5498 -5.7545 -1.8874 0.00 0.00 0.01 0.00
C 6.2304 1.0568 -3.0080 0.01 0.00 0.01 0.00
C 5.8821 0.3872 -1.7038 0.00 0.01 0.01 0.00
C 6.8317 0.3249 -0.6894 -0.01 0.00 0.00 0.00
C 6.5242 -0.2852 0.5175 0.01 0.00 0.01 0.00
C 5.2673 -0.8210 0.7246 -0.02 0.02 0.01 0.00
C 4.3021 -0.7709 -0.2845 0.05 -0.02 -0.10 0.00
N 3.0147 -1.2701 -0.0923 -0.18 0.13 0.21 0.00
C 2.6640 -2.2949 0.7634 -0.01 -0.03 -0.07 0.00
C 3.5387 -3.3698 0.9742 0.02 -0.01 0.01 0.00
C 3.1729 -4.4466 1.7539 -0.01 0.00 0.00 0.00
C 1.9128 -4.5035 2.3404 0.01 -0.01 0.00 0.00
C 1.0363 -3.4586 2.1231 -0.01 0.00 0.01 0.00
C 1.3916 -2.3459 1.3611 -0.29 -0.23 0.36 -0.01
C 0.3526 -1.2935 1.1967 0.47 0.41 -0.83 -0.01
O -0.8320 -1.4863 1.5942 -0.01 -0.11 -0.14 0.02
O 0.6192 -0.2068 0.6213 0.04 -0.30 0.00 0.09
C 4.6160 -0.1765 -1.5193 -0.01 -0.01 0.00 0.00
C 3.5941 -0.1574 -2.6223 -0.03 -0.02 0.01 0.00
H 7.2014 1.5487 -2.9389 0.00 0.00 0.00 0.00
H 5.4854 1.8058 -3.2827 0.00 0.00 0.00 0.00
H 6.2747 0.3358 -3.8283 -0.01 0.00 0.00 0.00
H 7.8114 0.7627 -0.8468 0.00 0.00 0.00 0.00
H 7.2610 -0.3229 1.3116 0.00 0.00 0.00 0.00
H 5.0105 -1.2653 1.6770 0.00 0.00 0.00 0.00
H 2.2304 -0.6619 -0.3126 0.03 -0.04 -0.06 -0.01
H 4.4973 -3.3646 0.4729 -0.01 0.00 0.00 0.00
H 3.8695 -5.2681 1.8790 0.00 0.00 0.00 0.00
H 1.6144 -5.3586 2.9330 0.00 0.00 0.00 0.00
H 0.0355 -3.4765 2.5353 0.01 0.00 0.00 0.00
H 2.8718 -0.9660 -2.5058 0.00 -0.01 0.00 0.00
H 4.0662 -0.2607 -3.5996 0.00 -0.01 0.00 0.00
H 3.0349 0.7824 -2.6327 -0.03 0.02 0.00 0.00
S -4.4912 -0.2586 4.4526 0.02 -0.02 -0.03 0.00
C -3.5524 -0.0907 3.1280 0.01 -0.02 0.02 0.00
N -2.8686 0.1121 2.2083 -0.06 -0.17 -0.19 -0.07
```
Positions in Å, forces in eV/Å.

Properties
Multiplicity   2
Maximum force   1.14 eV Å⁻¹
Net charge   -2
Lowest unoccupied orbital energy (alpha / beta)   4.14 / 4.14 eV
<S²>   0.756

***

[2]
The following is a DFT calculation (wB97M-V/def2-TZVPD) of C17H20N2O4S2 in the gas phase.

```
45
Properties=species:S:1:pos:R:3:forces:R:3:mulliken_charge:R:1
C -2.1000 -4.8285 -0.5906 -0.07 -0.14 -0.20 -0.88
H -1.7329 -5.8387 -0.4178 -0.05 0.07 -0.06 0.24
O -1.6749 -4.0755 0.5243 0.08 0.24 0.26 -0.45
C -1.9625 -2.7551 0.5670 -0.05 0.22 -0.02 0.91
C -2.6852 -2.0658 -0.4053 0.06 -0.32 0.02 -0.35
C -2.8939 -0.7048 -0.2689 -0.09 0.14 0.06 -0.62
C -2.3896 -0.0362 0.8266 -0.25 0.70 -0.13 -0.12
C -1.6878 -0.7104 1.8114 0.02 -0.22 0.14 -0.51
C -1.4801 -2.0661 1.6876 -0.04 -0.01 -0.04 -0.74
H -0.9431 -2.6247 2.4380 0.06 -0.05 0.10 0.47
H -1.3242 -0.1564 2.6620 0.11 -0.01 0.17 0.51
S -2.4980 1.7372 0.9202 0.45 -0.22 -0.01 1.31
O -2.5669 2.1734 2.2826 0.19 -0.08 0.12 -0.76
O -3.4832 2.2243 -0.0046 0.05 -0.23 -0.15 -0.70
N -0.9426 2.1101 0.3819 -0.71 -0.14 0.30 -0.22
C -0.4861 3.4707 0.6381 0.01 0.63 0.43 -0.75
C 0.6770 3.6335 -0.3343 -0.20 -0.12 0.05 -0.57
H 0.9152 4.6780 -0.5220 0.04 0.02 0.05 0.42
H 1.5640 3.1328 0.0558 0.04 0.02 0.03 0.23
C 0.1638 2.9146 -1.5831 0.01 0.00 0.11 -0.90
H 0.9667 2.5251 -2.2071 -0.05 0.01 -0.06 0.36
H -0.4457 3.5890 -2.1835 -0.01 -0.02 -0.02 0.40
C -0.7150 1.7778 -1.0184 -0.05 -0.49 -0.72 0.50
H -1.6645 1.7140 -1.5614 0.22 -0.07 -0.06 0.42
C -0.0057 0.4277 -1.1497 -0.13 0.21 0.19 -0.40
O -0.0880 -0.2612 -2.1458 -0.05 -0.08 -0.48 -0.69
N 0.7417 0.1137 -0.0789 0.24 -0.08 0.38 0.51
H 0.6951 0.7309 0.7193 -0.09 -0.08 -0.10 0.27
C 1.5594 -1.0783 0.0050 -0.09 0.05 -0.15 -0.86
C 2.9927 -0.7113 0.2005 0.16 0.01 0.31 0.36
C 3.9828 -0.6347 -0.7284 -0.28 -0.11 0.12 -0.65
C 5.2113 -0.1833 -0.1940 0.15 0.10 0.15 -0.41
C 5.1341 0.0870 1.1324 -0.19 0.05 0.22 -0.54
S 3.5614 -0.2073 1.7612 0.15 -0.15 -0.56 -0.12
H 5.9035 0.4414 1.7890 0.21 0.07 0.09 0.44
H 6.1085 -0.0666 -0.7748 0.18 0.03 -0.06 0.39
H 3.8399 -0.8975 -1.7611 -0.09 -0.07 -0.21 0.45
H 1.2042 -1.7098 0.8271 0.00 -0.02 -0.16 0.29
H 1.4310 -1.6091 -0.9421 0.02 -0.02 0.18 0.44
H -0.2077 3.5605 1.6883 0.00 0.13 -0.07 0.33
H -1.2829 4.1930 0.4222 0.10 0.08 0.01 0.41
H -3.4507 -0.1533 -1.0094 -0.04 0.02 -0.16 0.47
H -3.0763 -2.5717 -1.2724 -0.02 -0.07 -0.08 0.43
H -3.1910 -4.8483 -0.6674 0.04 0.02 0.00 0.35
H -1.6734 -4.4398 -1.5197 -0.02 0.00 0.03 0.35
```
Positions in Å, forces in eV/Å.

Properties
SMILES   COc1ccc(S(=O)(=O)N2CCC[C@H]2C(=O)NCc2cccs2)cc1
Maximum force   0.88 eV Å⁻¹
Lowest unoccupied orbital energy   0.54 eV